a.
Formula: C5H13NS
Source: the OMol25 dataset
Level of theory: the ωB97M-V functional and the def2-TZVPD basis

Values from the calculation:
LUMO (eV): 0.968
Orbital gap (Eh): 0.368
SMILES: CN[C@@H](C)CCS

XYZ file:
```
20
Properties=species:S:1:pos:R:3:nbo_charge:R:1
S -3.6095 -0.0061 -1.1995 -0.028
N 1.0255 0.7836 1.0175 -0.617
C 0.4346 -1.5144 0.4736 -0.620
C 2.4547 0.8932 0.8236 -0.417
C -1.8511 -0.4382 -1.1830 -0.511
C -1.0420 0.4099 -0.2060 -0.418
C 0.3721 -0.0702 -0.0176 -0.054
H -1.6006 0.3732 0.7343 0.219
H -1.0824 1.4339 -0.5942 0.200
H 2.7308 1.5324 -0.0214 0.168
H 2.8548 -0.0980 0.6444 0.191
H 1.3853 -1.7336 0.9487 0.216
H -1.3774 -0.4770 -2.1567 0.206
H 0.9635 0.0502 -0.9347 0.166
H 0.6047 1.7027 0.9119 0.348
H 0.3268 -2.2488 -0.3141 0.206
H -0.3088 -1.6447 1.2621 0.212
H 2.9700 1.2224 1.7249 0.202
H -3.4098 1.3105 -1.0380 0.112
H -1.8412 -1.4812 -0.8758 0.218
```

b.
Formula: C5H13NS
Source: the OMol25 dataset
Level of theory: the ωB97M-V functional and the def2-TZVPD basis

Values from the calculation:
LUMO (eV): 0.206
Orbital gap (Eh): 0.312

XYZ file:
```
20
Properties=species:S:1:pos:R:3:nbo_charge:R:1
S 1.6802 0.4911 0.3281 1.062
N 1.7825 1.6884 -0.6928 -1.153
C -1.4913 1.0793 -0.6738 -0.597
C 0.0549 0.7571 1.1142 -0.546
C -0.9598 -1.2487 -0.2105 -0.587
C -1.1572 0.1289 0.4833 -0.222
C 2.8071 -1.4763 -0.3545 -0.555
H 2.0285 -2.1843 -0.1047 0.116
H -0.7781 -1.9839 0.6004 0.201
H -0.1759 1.7915 1.1451 0.247
H 2.5759 1.5717 -1.3137 0.366
H 2.7688 -1.1044 -1.5224 0.142
H -1.9114 0.1982 1.1577 0.207
H -1.5217 2.1273 -0.2823 0.200
H -2.2720 0.7025 -1.2124 0.205
H 2.4936 0.8865 1.4212 0.047
H 0.3741 0.4876 2.2151 0.227
H -1.7845 -1.4390 -0.7452 0.207
H -0.6481 1.1425 -1.2620 0.225
H -0.1521 -1.2791 -0.7839 0.208
```

Which structure loses on stability? b does.

a.
Formula: C5H13NS
Source: the OMol25 dataset
Level of theory: the ωB97M-V functional and the def2-TZVPD basis

Values from the calculation:
LUMO (alpha / beta) (eV): -1.267 / -1.269
Orbital gap (alpha / beta) (Eh): 0.228 / 0.228

XYZ file:
```
20
Properties=species:S:1:pos:R:3:nbo_charge:R:1
S 1.0156 -0.5097 0.0872 1.118
N 3.0467 1.1231 -0.2451 -1.019
C 0.4207 -1.4224 -1.1688 -0.799
C 0.7298 -1.1843 1.6297 -0.894
C -0.0033 1.1239 -0.0950 -0.406
C -2.3241 -0.0642 -0.4413 -0.619
C -1.4792 0.8762 0.3520 -0.436
H -1.4392 0.2026 1.3451 0.230
H 0.4189 -2.5296 -1.2532 0.244
H 0.2733 -2.0817 1.4787 0.217
H 2.9541 1.1372 0.7643 0.314
H 0.4471 1.7314 0.5261 0.210
H 0.0721 -0.9395 -1.9955 0.214
H -1.7651 1.9220 0.5548 0.229
H 1.5612 -0.9415 2.2201 0.220
H 3.7375 0.4666 -0.5910 0.330
H 0.0614 1.3735 -1.0727 0.212
H -2.6813 0.4971 -1.2827 0.196
H -1.8366 -0.9881 -0.8401 0.227
H -3.1430 -0.3381 0.0846 0.211
```

b.
Formula: C5H13NS
Source: the OMol25 dataset
Level of theory: the ωB97M-V functional and the def2-TZVPD basis

Values from the calculation:
LUMO (eV): 0.967
Orbital gap (Eh): 0.347
SMILES: CCNCCCS

XYZ file:
```
20
Properties=species:S:1:pos:R:3:nbo_charge:R:1
S 3.7722 -0.3280 0.9243 -0.106
N -0.9035 -0.6751 0.1528 -0.655
C -0.8512 0.0350 -1.1754 -0.233
C 0.9822 0.6527 1.1510 -0.435
C -0.3663 0.0220 1.2997 -0.209
C -2.1848 0.0458 -1.9705 -0.633
C 1.9219 -0.3069 0.3753 -0.456
H -0.6231 1.1048 -0.8391 0.181
H -2.9858 0.7044 -1.5249 0.205
H 0.6771 1.5248 0.5521 0.205
H -1.8754 -1.0370 0.2373 0.370
H 1.2316 1.0398 2.1440 0.228
H -1.1528 0.6911 1.5833 0.168
H -1.9996 0.3671 -3.0362 0.220
H 1.9417 -0.0727 -0.6152 0.211
H -2.7168 -0.9720 -2.0393 0.208
H -0.1607 -0.4244 -1.9519 0.189
H 3.8147 -0.3065 2.2136 0.115
H 1.6895 -1.4809 0.3935 0.238
H -0.2111 -0.5839 2.1256 0.190
```

c.
Formula: C5H13NS
Source: the OMol25 dataset
Level of theory: the ωB97M-V functional and the def2-TZVPD basis

Values from the calculation:
LUMO (eV): 0.810
Orbital gap (Eh): 0.328

XYZ file:
```
20
Properties=species:S:1:pos:R:3:nbo_charge:R:1
S -1.4269 -0.2957 -0.6018 1.068
N -1.7755 -1.4187 0.3665 -1.209
C 0.9085 0.9702 -0.9911 -0.616
C 1.1195 -1.4607 -0.9050 -0.599
C -1.9749 1.2956 0.4416 -0.791
C 0.3941 -0.2610 -0.3085 -0.165
C 0.5269 -0.2580 1.1858 -0.628
H 1.0193 -2.2661 -0.3020 0.222
H 2.1678 -1.2201 -0.9770 0.210
H 1.9482 0.9966 -0.8131 0.211
H -1.5752 1.4038 1.4437 0.216
H 0.7379 0.8261 -2.0568 0.209
H -2.6542 -1.8865 0.1634 0.366
H -1.8681 2.2066 -0.1173 0.204
H 0.7566 -1.6403 -1.8920 0.212
H -0.2578 0.2907 1.8034 0.224
H 1.4307 0.1062 1.4530 0.202
H -3.0461 1.0880 0.5161 0.220
H 0.4814 1.8344 -0.6796 0.210
H 0.4637 -1.3186 1.5535 0.236
```

d.
Formula: C5H13NS
Source: the OMol25 dataset
Level of theory: the ωB97M-V functional and the def2-TZVPD basis

Values from the calculation:
LUMO (eV): -0.062
Orbital gap (Eh): 0.286
SMILES: C=S(=C)(N)CCC

XYZ file:
```
20
Properties=species:S:1:pos:R:3:nbo_charge:R:1
S -1.1229 -0.1956 -0.2308 1.338
N -2.1855 1.6833 0.0833 -1.020
C 2.4077 0.2367 0.9863 -0.602
C -0.8973 -1.0231 1.1639 -0.950
C -1.2507 -1.3245 -1.5266 -0.883
C 1.7028 -0.1118 -0.3916 -0.410
C 0.4059 0.6909 -0.6201 -0.566
H 1.3978 -1.0944 -0.4032 0.228
H 2.4488 -0.1144 -1.2260 0.214
H -1.8419 -2.1571 -1.1929 0.204
H -1.3458 -1.8992 1.0890 0.214
H 3.1549 -0.5021 1.1085 0.210
H 0.3308 1.5983 0.0170 0.247
H -2.6880 1.4940 0.8748 0.330
H -0.6993 -0.6159 2.1564 0.243
H 2.9679 1.2053 0.9355 0.204
H -3.0479 1.7965 -0.5597 0.346
H -1.6570 -0.9110 -2.3566 0.199
H 0.3028 1.0720 -1.6060 0.242
H 1.6170 0.1720 1.6988 0.210
```

Which structure loses on stability? a does.

a.
Formula: CH4N3OS
Source: the OMol25 dataset
Level of theory: the ωB97M-V functional and the def2-TZVPD basis

Values from the calculation:
LUMO (eV): -5.316
Charge: +1
Orbital gap (Eh): 0.334

XYZ file:
```
10
Properties=species:S:1:pos:R:3:nbo_charge:R:1
S -2.4924 0.2248 0.0889 1.050
O -1.0695 -1.1901 -0.0554 -0.437
N 0.1189 -0.9729 0.0292 0.102
N 2.4906 -0.4343 0.0936 -0.791
N -1.6791 1.4945 -0.0264 -0.857
C 1.1908 -0.4763 0.0824 0.533
H 2.9881 -0.0152 -0.8240 0.458
H -2.7876 -0.2218 -1.1735 0.109
H 3.0685 -0.3229 0.9269 0.451
H -1.8282 1.9142 0.8583 0.381
```

b.
Formula: CH4N3OS
Source: the OMol25 dataset
Level of theory: the ωB97M-V functional and the def2-TZVPD basis

Values from the calculation:
LUMO (alpha / beta) (eV): -7.893 / -7.891
Charge: +1
Orbital gap (alpha / beta) (Eh): 0.277 / 0.277
SMILES: NC(=O)N[NH+]=S

XYZ file:
```
10
Properties=species:S:1:pos:R:3:nbo_charge:R:1
S -1.3917 -0.9160 1.5409 0.534
O 1.2917 0.1484 -1.6057 -0.501
N -1.5495 -0.4765 0.0293 -0.364
N 1.3844 0.2319 0.6835 -0.806
N -0.5986 0.2758 -0.5993 -0.376
C 0.7651 0.1786 -0.5515 0.742
H -0.7242 0.4867 -1.5826 0.446
H 2.3119 0.5691 0.5540 0.433
H -2.3730 -0.7512 -0.5493 0.470
H 0.9152 0.3057 1.5830 0.421
```

Which structure loses on stability? a does.

a.
Formula: C3H14N2O2
Source: the OMol25 dataset
Level of theory: the ωB97M-V functional and the def2-TZVPD basis

Values from the calculation:
LUMO (eV): 0.756
Orbital gap (Eh): 0.347
SMILES: C[C@@H](N)CN.O.O

XYZ file:
```
21
Properties=species:S:1:pos:R:3:nbo_charge:R:1
O -2.4392 -1.9631 0.5605 -0.927
O -5.6952 -0.5053 3.1468 -0.938
N 2.3761 0.2008 0.5100 -0.872
N 0.6563 2.1799 -0.0926 -0.847
C 1.5778 0.0255 -0.7335 -0.056
C 1.3147 1.4822 -1.1912 -0.219
C 2.0041 -1.0408 -1.7611 -0.631
H 0.2540 3.0825 -0.3519 0.358
H 1.5725 -2.0458 -1.6516 0.217
H -1.7185 -2.5087 0.8919 0.464
H 0.6420 -0.3957 -0.3565 0.172
H -3.1522 -2.5954 0.6323 0.464
H 2.8996 -0.6380 0.7086 0.361
H -5.0769 -0.1482 2.4777 0.472
H 3.0893 -1.1599 -1.8195 0.207
H 1.8263 0.5435 1.2740 0.373
H 1.7913 -0.7423 -2.7971 0.219
H 2.2704 1.8428 -1.5698 0.175
H 1.2672 2.6349 0.5940 0.355
H -6.0694 0.2834 3.5425 0.466
H 0.6100 1.4678 -2.0133 0.187
```

b.
Formula: C3H14N2O2
Source: the OMol25 dataset
Level of theory: the ωB97M-V functional and the def2-TZVPD basis

Values from the calculation:
LUMO (eV): 0.563
Orbital gap (Eh): 0.347
SMILES: CCNCN.O.O

XYZ file:
```
21
Properties=species:S:1:pos:R:3:nbo_charge:R:1
O 2.7042 -0.8713 2.0136 -0.930
O -2.4981 -1.6925 -0.5032 -0.948
N 0.8201 -1.9072 -1.6227 -0.815
N -0.3067 0.2300 -0.7650 -0.688
C -1.1042 2.4405 0.1038 -0.623
C 0.6773 -0.8678 -0.5987 -0.053
C -0.3126 1.1285 0.4083 -0.224
H 1.7432 -0.3879 -0.4925 0.157
H -1.1792 3.1026 0.9889 0.214
H -0.5463 0.6465 1.3410 0.193
H -0.6276 3.1121 -0.5103 0.208
H -0.1178 0.6616 -1.7320 0.370
H 0.9265 -1.4202 -2.4811 0.338
H 0.7490 1.3934 0.4170 0.177
H 3.3761 -0.6247 2.7057 0.469
H 0.5197 -1.4373 0.3521 0.177
H -2.1084 2.3213 -0.3316 0.212
H -2.1186 -0.8155 -0.5724 0.483
H -0.0204 -2.4660 -1.7237 0.369
H -2.4694 -1.6946 0.4617 0.451
H 1.8933 -0.8515 2.5408 0.463
```

c.
Formula: C3H14N2O2
Source: the OMol25 dataset
Level of theory: the ωB97M-V functional and the def2-TZVPD basis

Values from the calculation:
LUMO (eV): 0.833
Orbital gap (Eh): 0.356
SMILES: NCCCN.O.O

XYZ file:
```
21
Properties=species:S:1:pos:R:3:nbo_charge:R:1
O 0.0849 -3.4491 0.0810 -0.977
O -3.3366 1.9250 -3.2248 -0.941
N 0.6375 2.1594 -1.0350 -0.823
N 0.9282 -1.6895 2.1100 -0.866
C 0.6082 -0.2769 1.8824 -0.213
C 0.4571 1.6327 0.2970 -0.219
C 1.0025 0.1522 0.4227 -0.429
H -0.3791 -0.1145 2.0909 0.189
H 0.0218 1.5591 -1.6878 0.348
H 1.6377 1.9219 -1.2667 0.343
H 0.2131 -2.2666 2.4090 0.369
H -2.7178 2.6143 -3.4350 0.470
H 0.2216 -4.1997 0.6238 0.471
H -0.6734 1.7235 0.6034 0.193
H -3.0760 1.1413 -3.7665 0.471
H 1.7293 -1.7082 2.6985 0.358
H 0.7070 -2.7248 0.1942 0.496
H 2.1020 0.1287 0.1307 0.199
H 1.0881 2.2643 0.9823 0.186
H 0.4871 -0.6473 -0.1644 0.198
H 1.2862 0.1625 2.6006 0.176
```

Which structure loses on stability? c does.